[1]
# C57H47N5P2SeSiSn

A structure of composition C57H47N5P2SeSiSn (ωB97M-V/def2-TZVPD, OMol25).

Each line ends with the Löwdin charge.
Positions of all 114 atoms, in Å:
1 Sn 0.05864 0.14393 1.77003  0.857
2 Se 0.60879 -1.99592 2.99960  0.697
3 P -0.19777 3.29633 0.01648  1.114
4 P -0.47104 -3.02447 -0.48123  1.128
5 Si -1.68093 0.15772 -0.17519  0.581
6 N 3.53671 0.23468 -1.44273  0.151
7 N 2.74195 1.30139 2.23735  0.068
8 N -0.99827 1.12562 3.46020  -0.085
9 N 1.48154 1.30314 2.61293  -0.272
10 N 1.97545 0.10930 0.35987  0.043
11 C -2.26114 -6.61603 -0.15896  -0.100
12 C -3.84699 3.86762 -1.83659  -0.091
13 C 3.09156 6.57801 -0.17778  -0.078
14 C 5.90669 0.63203 -1.13057  -0.055
15 C 2.09110 6.64462 -1.18151  -0.058
16 C 1.18691 2.56162 -2.26342  -0.122
17 C -0.68091 -4.85221 -0.51158  -0.367
18 C 0.28919 -5.76688 -0.88457  -0.074
19 C -4.20587 -1.63248 -2.79299  -0.064
20 C -1.91144 -5.29650 -0.10733  -0.147
21 C 3.08086 5.52864 0.70864  -0.099
22 C -3.14586 1.04193 0.56964  -0.205
23 C -1.82483 3.96022 -0.58502  -0.363
24 C 1.01396 -2.56346 -2.97533  -0.111
25 C 3.37727 -2.85428 -3.14622  -0.095
26 C 4.40015 0.66204 0.73401  -0.086
27 C 1.40762 2.02052 -3.51117  -0.073
28 C -2.00147 -5.14565 2.95281  -0.110
29 C 0.58549 0.94525 -3.86349  -0.065
30 C 4.68307 0.45534 -0.62741  -0.198
31 C -3.26283 -4.60739 3.11581  -0.110
32 C -2.87184 1.81466 4.91783  -0.092
33 C 1.00971 -2.97789 -1.64385  -0.356
34 C 6.70781 1.01687 1.10221  -0.077
35 C 5.44372 0.82011 1.61652  -0.026
36 C 2.24476 -3.26779 -1.05924  -0.128
37 C -0.60856 1.04466 -1.60872  -0.267
38 C 2.31666 -0.05350 -0.88454  -0.153
39 C 1.05901 4.62803 -0.21116  -0.366
40 C -3.59914 -2.81269 -3.20686  -0.077
41 C -1.32042 -7.55606 -0.47945  -0.079
42 C -0.85999 -4.36102 2.86491  -0.170
43 C -2.51250 3.58967 -1.72266  -0.107
44 C -0.75463 2.92755 5.07698  -0.076
45 C 0.21984 2.19498 -1.34841  -0.426
46 C 1.12341 2.13100 3.69998  -0.131
47 C -2.22149 -2.47046 3.12383  -0.133
48 C -1.79307 -2.49064 -1.59090  -0.399
49 C -2.34406 -1.26582 -1.19183  -0.328
50 C -2.01459 2.82725 5.48208  -0.119
51 C -2.51528 4.66969 0.38038  -0.107
52 C 2.15598 -2.51185 -3.71059  -0.100
53 C -3.84802 5.05891 0.19649  -0.088
54 C 3.42175 -3.18528 -1.80455  -0.081
55 C -0.94639 -3.00955 2.99939  -0.716
56 C -2.43979 -3.25045 -2.60455  -0.068
57 C 6.92014 0.96033 -0.27408  -0.094
58 C -3.37130 -3.23405 3.10751  -0.093
59 C -4.54851 4.60800 -0.89031  -0.084
60 C -0.38720 0.48942 -2.90074  -0.097
61 C 2.98742 0.71417 1.14095  -0.322
62 C -0.15227 2.06577 4.11258  -0.316
63 C -3.57343 -0.89952 -1.78664  -0.100
64 C 1.12050 5.62710 -1.20548  -0.091
65 C -0.03701 -7.11188 -0.85360  -0.069
66 C -2.29068 1.05750 3.93342  -0.203
67 C 2.04466 4.63609 0.77735  -0.103
68 H -1.01204 -0.38124 -3.23510  0.097
69 H -1.65761 -8.60394 -0.40771  0.112
70 H -4.17557 -5.20608 3.07204  0.108
71 H 2.03245 -2.23141 -4.73942  0.103
72 H -2.33321 -1.37191 3.16451  0.059
73 H 0.02441 -2.21817 -3.41869  0.112
74 H 5.19998 1.01006 2.63585  0.107
75 H 0.12325 -4.79777 2.68619  0.106
76 H -2.00194 4.96346 1.37920  0.139
77 H 1.51946 -0.45222 -1.48335  0.099
78 H 5.98790 0.68602 -2.23132  0.130
79 H 2.34296 -3.54469 -0.03102  0.105
80 H -2.91294 0.28638 3.50014  0.073
81 H 4.21944 -3.03221 -3.80401  0.105
82 H -4.37880 -2.73988 3.14038  0.123
83 H 3.68667 -0.15250 -2.39246  0.151
84 H -1.95312 -4.15475 -2.86662  0.102
85 H -3.50761 1.70720 -0.20114  0.010
86 H -2.37789 3.42686 6.30753  0.097
87 H -4.31434 3.44047 -2.70200  0.102
88 H 7.56653 1.30111 1.77203  0.122
89 H -4.08615 0.05731 -1.45508  0.108
90 H 2.02698 2.59324 4.06783  0.110
91 H 2.02070 7.37383 -1.96225  0.092
92 H -3.27456 -6.93569 0.04999  0.112
93 H 1.77051 3.43363 -2.00290  0.089
94 H 7.88934 1.17986 -0.69779  0.102
95 H 3.84044 5.54495 1.49795  0.113
96 H 0.46278 5.74112 -2.02285  0.094
97 H 2.15502 2.45829 -4.19417  0.117
98 H -3.84351 1.58496 5.31379  0.082
99 H -1.96588 -6.24549 2.96391  0.116
100 H -3.82283 0.19776 0.84872  0.062
101 H 0.66600 -7.82557 -1.22158  0.092
102 H 0.61144 0.49193 -4.82207  0.087
103 H 4.34123 -3.40229 -1.29152  0.106
104 H 2.03559 3.77738 1.45728  0.081
105 H -0.15944 3.70029 5.58403  0.117
106 H -4.36874 5.57832 0.95891  0.093
107 H -4.06663 -3.38668 -3.96700  0.095
108 H -5.13619 -1.33821 -3.28181  0.109
109 H 1.22511 -5.41494 -1.33222  0.098
110 H -1.96055 3.09308 -2.41771  0.071
111 H -2.60675 -4.54514 0.19041  0.101
112 H -5.59503 4.91617 -1.05740  0.115
113 H 3.90265 7.28143 -0.11052  0.096
114 H -2.93230 1.51765 1.52052  0.009

Atoms 1-6, force components in eV/Å:
-1.209 -0.160 0.287
1.336 0.193 0.274
-0.061 0.299 0.036
1.548 -0.524 -1.109
1.335 0.661 -0.812
-0.686 -0.916 -0.471

HOMO energy: -5.154 eV
Kohn-Sham gap: 5.2 eV
Total energy: -6061.92391 Eh

***

[2]
# C57H51BrIIrNP2Sb

A structure of composition C57H51BrIIrNP2Sb (ωB97M-V/def2-TZVPD, OMol25).

Each line ends with the Löwdin charge.
Positions of all 115 atoms, in Å:
1 Ir -0.15455 0.29676 1.50580  0.507
2 I -1.74246 2.28146 2.94713  1.230
3 Sb -0.22359 0.20760 -1.28516  1.544
4 Br -5.22636 2.25922 2.84695  0.767
5 P 2.06532 0.88532 1.76928  0.960
6 P -0.82429 -1.88860 2.00723  0.986
7 N 0.18194 0.17321 3.58010  -0.268
8 C 4.66431 0.18094 2.34948  -0.078
9 C -1.74188 -4.08275 -3.18468  -0.047
10 C 3.35599 1.84800 -4.18202  -0.050
11 C 0.61515 -3.60452 0.39937  -0.099
12 C 1.57698 -5.67545 1.14601  -0.046
13 C -2.91824 3.81872 2.13930  -0.693
14 C 1.40575 1.00701 -2.39668  -0.340
15 C -4.14439 2.67466 -2.89016  -0.049
16 C 3.63554 2.33586 -0.03527  -0.069
17 C 3.18629 -1.63916 1.77400  -0.092
18 C -4.60575 -1.16384 0.74749  -0.052
19 C 2.13563 2.50237 -4.13844  -0.059
20 C 1.42581 3.18291 0.45915  -0.127
21 C -3.69213 2.81714 -1.58839  -0.066
22 C 0.43843 -4.25681 2.71862  -0.058
23 C -4.26442 -3.54945 0.66594  -0.059
24 C -2.30937 1.16594 -3.38565  -0.282
25 C -5.08816 -2.44425 0.50069  -0.037
26 C 2.40503 2.19012 0.59452  -0.367
27 C -0.53645 -3.60229 -3.65871  -0.038
28 C 0.01253 -2.38876 -3.23499  -0.292
29 C -3.45241 1.86249 -3.77216  -0.028
30 C -2.27037 4.93490 1.62582  -0.148
31 C 5.46931 -2.08315 2.36521  -0.038
32 C 4.21788 -2.54117 1.98136  -0.039
33 C -1.24603 -1.72515 3.78524  -0.209
34 C 1.23450 0.78977 4.21014  -0.432
35 C 3.40668 -0.28208 1.95097  -0.351
36 C -2.46390 -3.32063 -2.28137  -0.062
37 C 3.60811 0.79162 -3.31803  -0.038
38 C -1.87633 1.29395 -2.05830  -0.328
39 C 1.23161 -1.93410 -3.99304  -0.045
40 C -4.39946 5.96767 1.22233  -0.052
41 C -0.19491 -0.87682 4.37715  -0.404
42 C -1.92131 -2.13356 -1.82030  -0.157
43 C -3.29765 -0.99457 1.16384  -0.137
44 C 1.14698 -5.41694 2.43978  -0.046
45 C 1.46969 0.19066 5.41925  -0.016
46 C -1.61796 0.32831 -4.42652  -0.037
47 C 0.17189 -3.34494 1.69720  -0.373
48 C 5.69219 -0.72302 2.54970  -0.044
49 C 1.66789 4.29385 -0.32524  -0.052
50 C 2.64697 0.36068 -2.41158  -0.350
51 C 3.87929 3.46564 -0.80030  -0.041
52 C -5.04576 4.85922 1.74474  -0.116
53 C -4.30526 3.77290 2.19365  -0.738
54 C 1.31198 -4.76743 0.12679  -0.046
55 C -3.01372 6.00476 1.15429  -0.059
56 C 0.54598 -0.87843 5.52951  -0.016
57 C -2.46246 -2.10437 1.30063  -0.376
58 C 2.91896 -0.81157 -1.51388  -0.050
59 C -0.66730 -1.67676 -2.23467  -0.327
60 C -2.56516 2.12168 -1.18125  -0.145
61 C -2.94223 -3.38699 1.05399  -0.067
62 C 1.15873 2.07767 -3.24690  -0.117
63 C 2.89957 4.43586 -0.95332  -0.039
64 C 1.94997 1.77230 3.37093  -0.216
65 H -1.40159 -2.69733 4.25071  0.107
66 H -3.79522 1.77103 -4.79549  0.123
67 H -5.24635 -0.30072 0.62508  0.104
68 H -4.20923 3.46233 -0.89768  0.097
69 H 1.93181 3.32702 -4.80816  0.115
70 H 0.44076 -1.55860 6.35791  0.113
71 H 1.64335 -4.96718 -0.88343  0.116
72 H 4.56599 0.28614 -3.35205  0.122
73 H 1.07776 -2.12656 -5.05479  0.101
74 H 1.35750 -6.11861 3.23492  0.119
75 H -2.29517 -4.24923 1.15345  0.119
76 H 2.26847 -1.65753 -1.74476  0.058
77 H -2.07016 -0.66399 -4.48935  0.097
78 H 2.74974 -0.55914 -0.46819  0.025
79 H -2.21455 2.23490 -0.16010  0.032
80 H 6.66609 -0.36842 2.85800  0.119
81 H -1.71216 0.79927 -5.40436  0.096
82 H 1.40099 2.70642 3.22125  0.070
83 H 4.83627 3.58086 -1.29004  0.122
84 H 0.11832 -4.07174 3.73425  0.106
85 H -2.93645 0.00896 1.37122  0.025
86 H -2.51350 -1.52805 -1.15043  0.070
87 H 0.41104 -2.90460 -0.40224  0.075
88 H 4.39982 1.57364 0.05816  0.113
89 H 4.11400 2.15748 -4.88908  0.116
90 H 4.03803 -3.59923 1.84621  0.110
91 H -2.21649 -1.21636 3.78776  0.099
92 H 0.47253 3.09814 0.97583  0.035
93 H -1.18735 4.98062 1.62077  0.090
94 H 0.90337 5.04983 -0.44273  0.114
95 H 2.11940 -6.58623 0.93072  0.119
96 H 2.22224 0.47178 6.13660  0.114
97 H 0.19553 2.57533 -3.23653  0.104
98 H -6.12495 4.82689 1.80203  0.112
99 H 4.84565 1.23707 2.51413  0.115
100 H -2.13674 -5.01774 -3.55881  0.116
101 H 6.27617 -2.78475 2.52789  0.119
102 H -4.98400 6.80722 0.87256  0.120
103 H -6.11331 -2.58161 0.18423  0.121
104 H -2.51002 6.87602 0.75981  0.116
105 H -5.02608 3.20496 -3.22437  0.116
106 H 3.09870 5.30956 -1.55875  0.121
107 H 2.21054 -1.98516 1.47507  0.060
108 H 2.12095 -2.49576 -3.70027  0.094
109 H -0.01048 -4.15786 -4.42610  0.124
110 H 1.43891 -0.87552 -3.88338  0.047
111 H 3.94910 -1.15635 -1.60135  0.104
112 H -4.64795 -4.54389 0.48085  0.122
113 H -3.44047 -3.63572 -1.94526  0.102
114 H -0.55417 0.19796 -4.22877  0.045
115 H 2.95475 2.01094 3.72047  0.111

Atoms 1-6, force components in eV/Å:
0.059 -0.365 0.171
-0.011 0.150 -0.137
-0.144 0.053 0.144
-0.014 0.010 -0.008
-0.353 -0.196 0.186
0.441 0.403 0.039

HOMO energy: -12.493 eV
ΔE to the lowest compared entry with this formula, charge and spin: 22.0 kcal/mol
Kohn-Sham gap: 5.3 eV
Total energy: -6155.95167 Eh
Net charge: +2